{
  "formula": "C29H32CuFN6OSe",
  "method": "ωB97M-V/def2-TZVPD",
  "elements": ["Cu", "C", "C", "C", "C", "C", "C", "C", "C", "C", "C", "C", "C", "N", "C", "C", "C", "C", "C", "C", "F", "H", "H", "H", "H", "H", "H", "H", "H", "H", "H", "H", "H", "H", "H", "H", "H", "H", "H", "H", "H", "H", "C", "C", "C", "O", "H", "H", "H", "H", "H", "H", "H", "Se", "N", "C", "C", "C", "C", "C", "C", "N", "H", "H", "H", "H", "N", "C", "N", "C", "N"],
  "coordinates": [[-1.236, 0.344, -0.073], [1.666, -0.877, 2.841], [2.034, 0.001, 1.641], [3.305, 0.805, 1.918], [2.150, -0.836, 0.380], [3.029, -1.913, 0.368], [3.116, -2.751, -0.727], [2.318, -2.511, -1.830], [1.437, -1.435, -1.871], [0.543, -1.336, -3.097], [0.313, 0.063, -3.673], [-0.773, -2.071, -2.830], [1.363, -0.591, -0.755], [0.489, 0.547, -0.755], [1.086, 1.748, -1.045], [2.405, 1.905, -1.504], [2.930, 3.159, -1.778], [2.173, 4.308, -1.609], [0.863, 4.192, -1.154], [0.363, 2.942, -0.886], [-0.917, 2.848, -0.422], [1.493, -0.260, 3.728], [2.471, -1.577, 3.075], [0.772, -1.465, 2.630], [1.220, 0.710, 1.488], [4.154, 0.139, 2.094], [3.179, 1.425, 2.810], [3.556, 1.456, 1.079], [3.629, -2.116, 1.248], [3.771, -3.613, -0.711], [2.332, -3.207, -2.658], [1.063, -1.905, -3.873], [-0.412, 0.635, -3.093], [-0.074, -0.027, -4.692], [1.237, 0.643, -3.715], [-1.310, -1.643, -1.980], [-0.581, -3.120, -2.605], [-1.429, -2.021, -3.705], [3.012, 1.020, -1.640], [3.951, 3.233, -2.130], [2.587, 5.284, -1.824], [0.228, 5.054, -0.999], [-4.549, -0.973, -2.054], [-3.490, 0.084, -1.767], [-4.069, 1.493, -1.874], [-2.969, -0.139, -0.489], [-4.972, -0.861, -3.055], [-5.358, -0.890, -1.324], [-4.110, -1.968, -1.968], [-2.707, -0.014, -2.537], [-4.884, 1.614, -1.156], [-4.453, 1.697, -2.877], [-3.301, 2.234, -1.643], [-2.800, -1.216, 2.142], [-1.720, 0.143, 1.867], [-1.457, 0.724, 3.035], [-0.654, 1.886, 3.221], [-0.482, 2.354, 4.484], [-1.077, 1.709, 5.614], [-1.854, 0.604, 5.468], [-2.072, 0.086, 4.157], [-2.826, -0.977, 3.868], [-0.207, 2.370, 2.362], [0.124, 3.236, 4.648], [-0.900, 2.118, 6.601], [-2.313, 0.105, 6.311], [0.800, -5.665, -1.814], [0.229, -5.322, -0.859], [-0.441, -5.064, 0.250], [-0.464, -3.803, 0.614], [-0.532, -2.747, 1.110]],
  "multiplicity": 2,
  "charge": -1,
  "largest_force_ev_per_a": 0.70,
  "orbital_gap_ev": [6.41, 6.36],
  "s2": 0.7590,
  "e_homo_ev": [-4.99, -4.99],
  "molar_mass_g_mol": 642.12
}

{
  "formula": "C6H11N2O",
  "method": "ωB97M-V/def2-TZVPD",
  "elements": ["C", "O", "C", "C", "C", "C", "C", "N", "N", "H", "H", "H", "H", "H", "H", "H", "H", "H", "H", "H"],
  "coordinates": [[-0.892, -3.046, 0.732], [-0.095, -1.960, 1.235], [-0.159, -0.799, 0.465], [0.768, -0.719, -1.151], [0.738, 0.526, -1.689], [-0.065, 1.551, -1.072], [0.137, 1.628, 0.387], [0.446, 2.817, 0.895], [0.209, 0.493, 1.073], [-0.219, -3.913, 1.063], [-1.132, -3.024, -0.338], [-1.861, -3.204, 1.191], [-1.202, -0.519, 0.106], [1.233, -1.494, -1.641], [1.218, 0.750, -2.582], [-0.090, 2.508, -1.630], [-1.125, 1.192, -1.122], [0.486, 3.571, 0.265], [0.896, 3.013, 1.815], [0.708, 0.629, 1.998]],
  "multiplicity": 1,
  "charge": 1,
  "smiles": "CO[C@@H]1C=CCC(=[NH2+])N1",
  "largest_force_ev_per_a": 5.04,
  "orbital_gap_ev": 10.22,
  "e_homo_ev": -13.60,
  "molar_mass_g_mol": 127.17
}

{
  "formula": "C25H58Cl9N7O9",
  "method": "ωB97M-V/def2-TZVPD",
  "elements": ["O", "C", "N", "C", "H", "H", "H", "H", "H", "O", "C", "N", "C", "H", "H", "H", "H", "H", "O", "C", "N", "C", "H", "H", "H", "H", "H", "O", "C", "N", "C", "H", "H", "H", "H", "H", "O", "C", "N", "C", "H", "H", "H", "H", "H", "C", "Cl", "Cl", "Cl", "H", "C", "Cl", "Cl", "Cl", "H", "C", "Cl", "Cl", "Cl", "H", "C", "O", "C", "C", "N", "C", "C", "O", "C", "H", "H", "H", "H", "H", "H", "H", "H", "H", "H", "H", "H", "H", "H", "H", "C", "O", "C", "C", "N", "C", "C", "O", "C", "H", "H", "H", "H", "H", "H", "H", "H", "H", "H", "H", "H", "H", "H", "H"],
  "coordinates": [[-5.356, -1.872, 29.981], [-5.743, -2.628, 29.082], [-5.021, -3.657, 28.753], [-7.161, -2.507, 28.493], [-4.075, -3.683, 29.104], [-5.351, -4.207, 27.973], [-7.050, -2.078, 27.497], [-7.761, -1.866, 29.139], [-7.537, -3.525, 28.393], [-1.202, -2.365, 34.781], [-1.582, -1.688, 33.815], [-2.149, -0.502, 33.990], [-1.696, -2.280, 32.428], [-2.889, -0.239, 33.355], [-2.197, -0.121, 34.924], [-2.321, -1.617, 31.830], [-2.127, -3.275, 32.536], [-0.720, -2.424, 31.965], [-4.834, 3.364, 33.598], [-4.304, 2.667, 34.435], [-4.041, 1.383, 34.262], [-3.845, 3.198, 35.813], [-4.122, 0.877, 33.392], [-3.444, 1.032, 34.997], [-3.966, 4.279, 35.881], [-2.778, 3.005, 35.930], [-4.406, 2.817, 36.667], [-7.323, 2.944, 34.179], [-7.229, 1.934, 33.535], [-6.815, 0.801, 34.124], [-7.356, 1.943, 32.046], [-6.624, 0.876, 35.112], [-6.317, 0.175, 33.507], [-6.396, 2.040, 31.540], [-8.015, 2.760, 31.753], [-7.774, 1.006, 31.678], [-3.756, -0.018, 32.983], [-4.390, -0.058, 31.941], [-5.561, -0.664, 32.029], [-3.956, 0.577, 30.646], [-5.737, -1.146, 32.900], [-5.944, -0.918, 31.130], [-3.762, -0.156, 29.863], [-3.022, 1.064, 30.925], [-4.629, 1.391, 30.376], [-6.674, 0.655, 28.126], [-8.018, -0.420, 27.799], [-5.411, 0.669, 26.873], [-6.134, 0.337, 29.749], [-7.102, 1.656, 28.173], [-5.589, 3.749, 29.932], [-4.744, 3.203, 28.483], [-4.727, 3.133, 31.343], [-7.269, 3.194, 29.839], [-5.615, 4.837, 29.993], [-0.094, 0.263, 30.577], [0.794, -0.255, 29.113], [0.476, -0.619, 31.989], [-1.795, -0.166, 30.292], [-0.074, 1.317, 30.853], [-8.749, 0.206, 30.938], [-8.610, -1.201, 30.999], [-7.439, -1.677, 31.596], [-7.386, -3.234, 31.398], [-8.738, -3.805, 31.386], [-9.300, -4.082, 32.761], [-10.759, -4.657, 32.640], [-11.721, -3.608, 32.273], [-12.991, -4.036, 31.876], [-7.955, 0.668, 30.351], [-8.790, 0.727, 31.895], [-9.675, 0.440, 30.413], [-7.466, -1.466, 32.665], [-6.482, -1.360, 31.181], [-6.819, -3.711, 32.198], [-6.791, -3.475, 30.518], [-9.291, -3.093, 30.930], [-9.456, -3.212, 33.398], [-8.650, -4.759, 33.316], [-11.106, -5.041, 33.600], [-10.723, -5.458, 31.901], [-13.720, -3.239, 32.023], [-13.351, -4.932, 32.380], [-12.947, -4.260, 30.810], [-7.320, -3.019, 36.868], [-6.783, -2.520, 35.651], [-5.487, -1.969, 35.767], [-5.249, -1.156, 34.484], [-5.332, -1.991, 33.254], [-4.091, -2.748, 33.055], [-4.321, -3.616, 31.856], [-5.479, -4.512, 32.222], [-5.900, -5.372, 31.207], [-8.353, -3.351, 36.761], [-7.381, -2.191, 37.575], [-6.867, -3.824, 37.446], [-4.712, -2.712, 35.956], [-5.539, -1.228, 36.564], [-4.344, -0.554, 34.565], [-6.087, -0.461, 34.439], [-6.075, -2.649, 33.442], [-3.685, -3.332, 33.881], [-3.315, -2.057, 32.727], [-3.447, -4.266, 31.829], [-4.545, -3.134, 30.905], [-6.221, -4.832, 30.316], [-6.622, -6.129, 31.511], [-5.056, -6.010, 30.946]],
  "multiplicity": 1,
  "largest_force_ev_per_a": 19.37,
  "orbital_gap_ev": 7.84,
  "e_homo_ev": -7.80,
  "molar_mass_g_mol": 919.86
}

{
  "formula": "C6H8LiO6Rb",
  "method": "ωB97M-V/def2-TZVPD",
  "elements": ["O", "C", "C", "O", "C", "H", "H", "H", "H", "O", "Li", "C", "C", "O", "C", "O", "O", "H", "H", "H", "H", "Rb"],
  "coordinates": [[-3.381, 0.947, 0.470], [-2.475, 0.170, 1.026], [-4.117, 0.212, -0.524], [-2.571, -1.085, 0.622], [-3.700, -1.238, -0.254], [-3.811, 0.570, -1.514], [-5.184, 0.392, -0.370], [-3.373, -1.772, -1.150], [-4.468, -1.815, 0.274], [-1.526, 0.588, 1.663], [-0.098, -0.571, 2.209], [1.950, -0.432, 1.844], [2.249, -0.287, 0.397], [3.087, 0.914, 0.092], [3.612, 1.047, -1.117], [3.397, 0.196, -2.025], [4.397, 2.025, -1.298], [2.300, 0.454, 2.408], [2.470, -1.313, 2.263], [1.340, -0.164, -0.213], [2.813, -1.141, -0.007], [7.090, 2.303, -4.795]],
  "multiplicity": 1,
  "largest_force_ev_per_a": 3.29,
  "orbital_gap_ev": 3.34,
  "e_homo_ev": -4.91,
  "molar_mass_g_mol": 268.53
}

{
  "formula": "C28H96O20",
  "method": "ωB97M-V/def2-TZVPD",
  "elements": ["C", "O", "H", "H", "H", "H", "C", "O", "H", "H", "H", "H", "C", "O", "H", "H", "H", "H", "C", "O", "H", "H", "H", "H", "C", "O", "H", "H", "H", "H", "C", "O", "H", "H", "H", "H", "C", "O", "H", "H", "H", "H", "C", "O", "H", "H", "H", "H", "C", "O", "H", "H", "H", "H", "C", "O", "H", "H", "H", "H", "C", "O", "H", "H", "H", "H", "C", "O", "H", "H", "H", "H", "C", "O", "H", "H", "H", "H", "C", "O", "H", "H", "H", "H", "C", "O", "H", "H", "H", "H", "C", "O", "H", "H", "H", "H", "C", "C", "C", "O", "H", "H", "H", "H", "H", "H", "H", "H", "C", "C", "C", "O", "H", "H", "H", "H", "H", "H", "H", "H", "C", "C", "C", "O", "H", "H", "H", "H", "H", "H", "H", "H", "C", "C", "C", "O", "H", "H", "H", "H", "H", "H", "H", "H"],
  "coordinates": [[-0.028, -0.609, 6.896], [0.963, -1.234, 7.674], [-0.538, -1.398, 6.344], [-0.631, -0.014, 7.583], [0.224, 0.139, 6.145], [1.783, -0.737, 7.735], [-0.301, 3.873, 5.437], [-0.831, 2.593, 5.842], [0.784, 3.950, 5.361], [-0.701, 4.114, 4.452], [-0.705, 4.607, 6.134], [-0.411, 2.400, 6.683], [-0.302, 0.404, 0.669], [0.664, -0.014, -0.256], [-0.450, -0.267, 1.516], [0.239, 1.322, 0.897], [-1.230, 0.618, 0.138], [0.865, 0.803, -0.718], [3.463, -2.545, 2.975], [3.500, -1.359, 2.327], [4.045, -2.597, 3.895], [2.410, -2.577, 3.253], [3.668, -3.313, 2.229], [2.613, -1.175, 2.009], [0.450, 4.694, -0.131], [-0.232, 5.616, 0.649], [0.684, 4.987, -1.155], [1.369, 4.407, 0.379], [-0.208, 3.824, -0.123], [-1.038, 5.132, 0.842], [2.896, 0.066, -6.061], [1.863, -0.481, -6.821], [3.700, -0.633, -5.835], [3.239, 0.864, -6.720], [2.483, 0.436, -5.122], [1.525, 0.268, -7.316], [2.646, 1.820, -2.183], [1.367, 2.201, -1.827], [3.063, 0.984, -1.621], [2.725, 1.676, -3.261], [3.329, 2.663, -2.085], [0.991, 2.804, -2.472], [-5.804, 1.046, -0.479], [-6.686, 1.851, -1.196], [-5.928, 0.016, -0.814], [-4.810, 1.402, -0.751], [-5.998, 1.146, 0.589], [-6.562, 1.607, -2.116], [-3.223, 1.204, 3.282], [-3.600, 1.274, 4.627], [-3.443, 0.215, 2.879], [-3.578, 2.033, 2.671], [-2.169, 1.482, 3.299], [-2.904, 1.861, 4.930], [-3.803, -1.279, -2.917], [-3.239, -1.904, -1.792], [-4.027, -0.216, -2.818], [-3.119, -1.451, -3.748], [-4.662, -1.886, -3.202], [-3.069, -2.834, -1.957], [-4.008, -3.740, 2.507], [-2.691, -3.399, 3.036], [-3.918, -4.568, 1.804], [-4.647, -3.917, 3.372], [-4.398, -2.857, 2.000], [-2.833, -2.924, 3.858], [0.105, -1.661, -4.595], [-0.100, -2.059, -5.917], [-0.104, -0.591, -4.564], [-0.659, -2.169, -4.007], [1.088, -1.820, -4.152], [0.495, -1.555, -6.477], [3.812, 2.185, 1.679], [5.007, 1.404, 1.804], [3.238, 1.946, 2.575], [4.117, 3.226, 1.793], [3.096, 2.004, 0.878], [4.706, 0.492, 1.801], [-3.381, 4.117, -0.240], [-2.696, 4.065, 0.973], [-3.210, 3.222, -0.837], [-4.455, 4.016, -0.085], [-3.189, 5.013, -0.829], [-3.276, 4.207, 1.724], [-4.431, -2.045, 5.847], [-3.478, -1.637, 4.897], [-3.976, -2.015, 6.837], [-5.184, -1.258, 5.890], [-4.773, -3.078, 5.897], [-3.385, -0.682, 4.859], [-0.482, -3.284, -0.885], [0.881, -2.825, -0.922], [-0.870, -3.075, 0.112], [-0.802, -2.577, -1.650], [-0.741, -4.343, -0.917], [0.893, -1.892, -0.698], [1.055, -6.959, -4.866], [0.542, -5.624, -4.469], [1.466, -4.688, -3.838], [-0.173, -5.104, -5.570], [1.954, -6.837, -5.470], [0.334, -7.673, -5.264], [1.277, -7.438, -3.912], [-0.212, -5.867, -3.721], [2.219, -5.187, -3.227], [0.985, -4.079, -3.073], [1.917, -4.013, -4.566], [-0.080, -4.157, -5.443], [-1.184, 2.100, -4.405], [-0.890, 3.624, -4.317], [-1.774, 4.341, -3.438], [0.451, 3.728, -3.967], [-0.468, 1.597, -5.056], [-2.161, 1.864, -4.826], [-1.241, 1.537, -3.473], [-1.055, 3.999, -5.327], [-1.522, 3.927, -2.461], [-2.836, 4.266, -3.671], [-1.469, 5.384, -3.511], [0.911, 3.292, -4.688], [0.805, -4.760, 4.623], [1.511, -6.118, 4.282], [1.504, -7.175, 5.398], [0.924, -6.759, 3.205], [1.302, -4.256, 5.452], [-0.202, -5.072, 4.900], [0.649, -4.172, 3.719], [2.545, -5.888, 4.026], [0.470, -7.252, 5.733], [2.081, -6.928, 6.289], [1.933, -8.099, 5.011], [-0.012, -6.913, 3.351], [5.695, 6.740, -3.077], [5.367, 5.872, -1.878], [3.830, 5.834, -1.497], [5.625, 4.527, -2.230], [5.381, 7.757, -2.844], [4.982, 6.479, -3.859], [6.727, 6.833, -3.415], [6.058, 6.087, -1.063], [3.456, 4.943, -0.992], [3.155, 5.766, -2.350], [3.467, 6.729, -0.992], [5.629, 3.987, -1.437]],
  "multiplicity": 1,
  "largest_force_ev_per_a": 4.38,
  "orbital_gap_ev": 9.04,
  "e_homo_ev": -9.12,
  "molar_mass_g_mol": 753.06
}